Computed, not measured: a molecular structure, C21H23ClLuO2PS at a distorted geometry, with wB97M-V/def2-TZVPD.

The geometry in XYZ format:
```
50
Properties=species:S:1:pos:R:3:mulliken_charge:R:1
Lu -0.310 0.495 0.432 1.1851
Cl -0.716 2.658 -0.554 -0.4523
C -2.142 -0.178 1.962 0.2424
O -2.929 -0.549 2.722 -0.1148
P -1.538 -1.019 -1.648 0.7436
C -1.405 -2.836 -1.755 0.9272
C -3.293 -0.664 -1.249 0.5198
C -1.395 -0.419 -3.355 0.7201
C -3.939 0.469 -1.770 -0.5537
C -5.275 0.709 -1.462 -0.6555
C -5.957 -0.145 -0.588 -0.4777
C -5.292 -1.227 -0.002 -0.6675
C -3.963 -1.475 -0.316 -0.5492
H -3.389 1.151 -2.427 0.4421
H -5.784 1.568 -1.911 0.4240
H -7.003 0.048 -0.351 0.4179
H -5.816 -1.878 0.699 0.4397
H -3.432 -2.300 0.158 0.5821
C -0.857 -3.550 -0.673 -0.1295
C -0.729 -4.935 -0.729 -0.8086
C -1.186 -5.628 -1.851 -0.5030
C -1.748 -4.931 -2.926 -0.7328
C -1.841 -3.538 -2.886 -0.3992
H -0.517 -3.006 0.211 0.2576
H -0.277 -5.467 0.111 0.3984
H -1.099 -6.712 -1.886 0.4014
H -2.119 -5.473 -3.800 0.4213
H -2.261 -3.007 -3.738 0.3140
C -2.391 -0.653 -4.316 -0.1835
C -2.229 -0.198 -5.626 -0.8788
C -1.091 0.539 -5.970 -0.5524
C -0.113 0.817 -5.005 -0.6090
C -0.249 0.322 -3.710 -0.5335
H -3.306 -1.190 -4.053 0.4955
H -2.996 -0.414 -6.375 0.4148
H -0.965 0.912 -6.986 0.4055
H 0.764 1.422 -5.257 0.4122
H 0.521 0.518 -2.956 0.0644
H 1.017 -1.206 -0.232 0.0412
H 1.263 -0.686 -0.737 0.2035
C 3.119 2.194 2.772 -1.0188
S 2.466 1.608 1.234 0.6358
C 3.665 0.303 0.845 -0.8760
O 1.208 0.813 1.796 -0.6402
H 3.921 2.910 2.558 0.4208
H 3.508 1.349 3.358 0.3515
H 2.345 2.694 3.360 0.3782
H 4.288 0.136 1.740 0.3570
H 3.218 -0.654 0.530 0.3356
H 4.274 0.721 0.022 0.3828
```

The net charge is +2. The calculation puts the LUMO energy at -7.67 eV. As for the total energy: -92498.296 eV. Its HOMO energy is -14.33 eV. For the frontier orbital gap, the calculation gives 6.65 eV.